Version a
ORCA calculation (ωB97M-V/def2-TZVPD) on CsH2O as an isolated structure.

Properties
Multiplicity: 1
E_HOMO: -0.530 Ha
Gap between HOMO and LUMO: 10.375 eV
Total charge: +1

Geometry as XYZ:
```
4
CsH2O, DFT ωB97M-V/def2-TZVPD
Cs 0.6309 -0.9200 -3.8768
O -0.4062 0.1692 0.9836
H -0.2265 1.0832 1.2039
H 0.0019 -0.3325 1.6893
```



Version b
ORCA calculation (ωB97M-V/def2-TZVPD) on CsH2O as an isolated structure.

Properties
Multiplicity: 1
E_HOMO: -0.630 Ha
Gap between HOMO and LUMO: 13.061 eV
Total charge: +1

Geometry as XYZ:
```
4
CsH2O, DFT ωB97M-V/def2-TZVPD
Cs -1.5888 0.9310 -0.6920
O 0.3003 -0.1966 0.5257
H 1.2391 -0.3816 0.5511
H 0.0495 -0.3528 -0.3848
```



Energy comparison, zero being the most stable, in hartree: version a 0.0000; version b 0.0344.



Version a
ORCA calculation (ωB97M-V/def2-TZVPD) on a 3-piece molecular cluster, C4H11NO overall.

Properties
Multiplicity: 2
<S²>: 0.755
E_HOMO (alpha / beta): -0.099 / -0.099 Ha
Gap between HOMO and LUMO (alpha / beta): 6.479 / 5.904 eV
Total charge: -1

Geometry as XYZ:
```
17
C4H11NO, DFT ωB97M-V/def2-TZVPD
C -2.0097 -0.3861 -1.6868
N -0.5766 -0.2445 -1.7265
C -0.1960 0.8961 -0.9303
C 1.0071 -1.3769 0.6201
C 1.1632 -0.9254 1.8908
O 1.7434 1.7203 1.6875
H -2.2907 -1.2699 -2.2796
H -2.5379 0.4942 -2.0843
H -2.4181 -0.5648 -0.6815
H -0.5030 0.8631 0.1192
H 0.8942 0.9722 -0.8817
H -0.5500 1.8701 -1.2941
H 1.7958 -1.3858 -0.1267
H 0.0195 -1.6488 0.2357
H 0.8356 -1.5067 2.7580
H 1.4785 0.1997 2.0298
H 2.1446 2.2932 2.3502
```



Version b
ORCA calculation (ωB97M-V/def2-TZVPD) on an isolated ion of composition C4H11NO and charge -1.

Properties
Multiplicity: 2
<S²>: 0.750
E_HOMO (alpha / beta): 0.046 / -0.208 Ha
Gap between HOMO and LUMO (alpha / beta): 2.912 / 9.669 eV
Total charge: -1

Geometry as XYZ:
```
17
C4H11NO, DFT ωB97M-V/def2-TZVPD
C -0.7693 -1.2928 -0.0773
C -0.2874 -0.0272 -0.7126
C 0.4363 0.9439 0.3469
C -0.2466 0.9574 1.6470
O 1.7579 0.4015 0.5882
N 0.7668 -0.3035 -1.7241
H 0.0154 -1.9282 0.3168
H -1.5470 -1.1819 0.6905
H -1.3276 -1.9381 -0.7806
H -1.0734 0.6203 -1.1610
H 0.5989 1.8064 -0.3024
H -0.1217 0.0167 2.1791
H 0.0598 1.7595 2.3336
H -1.3253 1.1583 1.5487
H 2.0290 0.1963 -0.3378
H 0.4636 0.0995 -2.6329
H 0.5705 -1.2881 -1.9220
```



Energy comparison, zero being the most stable, in hartree: version a 0.1246; version b 0.0000.



Version a
ORCA calculation (ωB97M-V/def2-TZVPD) on a 6-piece molecular cluster, C12H18N6 overall.

Properties
Multiplicity: 1
E_HOMO: -0.421 Ha
Gap between HOMO and LUMO: 11.714 eV
Total charge: 0
SMILES: CC#N.CC#N.CC#N.CC#N.CC#N.CC#N

Geometry as XYZ:
```
36
C12H18N6, DFT ωB97M-V/def2-TZVPD
C 4.7614 -1.8998 -1.4448
C 5.6649 -1.2893 -2.4641
N 6.4093 -0.7997 -3.1759
H 5.3621 -2.1479 -0.6108
H 4.0846 -1.0023 -1.1495
H 4.0914 -2.6622 -1.7245
C 0.4397 0.2837 1.5539
C 1.7724 0.8830 0.8342
N 2.7312 1.2470 0.2728
H 0.2956 1.1164 2.0554
H -0.3982 -0.1536 0.9521
H 0.7995 -0.4761 2.1746
C -2.4019 -4.3848 -1.6118
C -2.0788 -2.8930 -1.3291
N -1.7889 -1.8382 -1.0794
H -3.1995 -4.6070 -2.3977
H -1.7081 -5.0690 -1.9822
H -2.8338 -4.7383 -0.8062
C 1.3531 2.7457 -2.5686
C 0.0641 2.5086 -1.7837
N -0.8874 2.2111 -1.1436
H 1.7104 3.7855 -2.5833
H 2.3158 2.0993 -2.3026
H 1.2286 2.5923 -3.5886
C -3.7817 -0.4043 1.3971
C -2.6388 -1.0300 2.2376
N -1.8385 -1.4938 2.9101
H -4.7113 -0.2439 1.7776
H -3.4069 0.4694 1.0251
H -3.8288 -1.2227 0.5323
C -1.7982 2.9529 2.5427
C -0.3513 3.3931 2.8644
N 0.7372 3.7332 3.1755
H -2.0644 2.9540 1.4933
H -1.6848 1.9196 2.6880
H -2.4197 3.4612 3.2597
```



Version b
ORCA calculation (ωB97M-V/def2-TZVPD) on a 6-piece molecular cluster, C12H18N6 overall.

Properties
Multiplicity: 1
E_HOMO: -0.423 Ha
Gap between HOMO and LUMO: 11.818 eV
Total charge: 0
SMILES: CC#N.CC#N.CC#N.CC#N.CC#N.CC#N

Geometry as XYZ:
```
36
C12H18N6, DFT ωB97M-V/def2-TZVPD
C 2.0074 -8.0852 -2.3888
C 1.8631 -7.6689 -0.9886
N 1.7118 -7.4156 0.1129
H 2.0304 -7.2590 -3.0994
H 1.1503 -8.7159 -2.6248
H 2.8157 -8.8149 -2.4383
C 1.0375 1.2550 -6.1559
C 1.3393 0.7581 -7.4857
N 1.5541 0.3575 -8.5644
H 1.8805 1.0615 -5.4925
H 0.1478 0.9259 -5.6192
H 1.0596 2.3432 -6.2138
C -1.7678 -1.6654 -0.1904
C -1.9556 -0.2633 -0.0208
N -2.1189 0.9131 0.1961
H -1.3476 -1.8731 -1.1745
H -2.6452 -2.2147 0.1511
H -0.9963 -2.0938 0.4494
C -2.2574 4.7374 6.2714
C -0.8711 5.1559 6.1809
N 0.2597 5.4956 6.1645
H -2.6977 4.7970 7.2667
H -2.3774 3.7206 5.8976
H -2.8941 5.4153 5.7029
C -6.2151 6.7409 1.1139
C -5.4872 7.9147 1.6422
N -4.9218 8.8672 2.0528
H -5.7682 6.8499 0.1257
H -7.3010 6.6496 1.0866
H -5.8013 5.8362 1.5593
C 6.4231 -3.9091 1.5812
C 6.4381 -4.0526 0.1314
N 6.4116 -4.1739 -0.9891
H 6.7116 -4.8505 2.0486
H 5.4158 -3.5595 1.8078
H 7.1660 -3.1794 1.9034
```



Energy comparison, zero being the most stable, in hartree: version a 0.0671; version b 0.0000.



Version a
ORCA calculation (ωB97M-V/def2-TZVPD) on C11H23InNO3 as an isolated structure.

Properties
Multiplicity: 1
E_HOMO: -0.419 Ha
Gap between HOMO and LUMO: 4.271 eV
Total charge: +1

Geometry as XYZ:
```
39
C11H23InNO3, DFT ωB97M-V/def2-TZVPD
In -1.1545 -3.4877 0.4904
O 1.4715 -4.4116 -0.4551
C 2.4937 -3.9398 -1.1446
C 3.4526 -4.9115 -2.0352
O 2.9159 -5.8680 -2.7620
H 3.1359 -3.3635 -0.4615
H 2.2420 -3.0467 -1.7428
H 4.0328 -5.5752 -1.3541
H 4.2664 -4.4407 -2.5953
C -0.5592 0.8787 3.1420
C -0.9753 1.4664 1.7668
C 0.1539 2.4955 1.4949
C 0.1072 2.9932 0.0562
C 0.4019 1.8754 -0.9554
C -0.5453 0.6951 -0.7453
N -0.8829 0.4978 0.6495
O -1.6792 -0.6518 0.8585
C -1.9010 0.9597 -1.5439
C 0.1563 -0.5024 -1.3763
C -2.3138 2.1707 1.8469
H 0.4471 0.4587 3.1617
H -1.2783 0.0833 3.3454
H -0.5243 1.6422 3.9175
H 0.0742 3.3490 2.1643
H 1.1196 1.9870 1.5247
H 0.7308 3.8644 -0.1525
H -0.8820 3.3881 -0.2022
H 1.4441 1.5382 -0.9124
H 0.4422 2.2794 -1.9691
H -2.0250 0.5830 -2.5591
H -2.8078 0.7820 -0.9595
H -2.0194 2.0389 -1.6924
H 0.9094 -0.8087 -0.6454
H -0.5254 -1.3134 -1.6521
H 0.6300 -0.2533 -2.3256
H -3.0572 1.5060 2.2915
H -2.7317 2.3646 0.8548
H -2.2519 3.1632 2.2896
H -2.5134 -0.4861 0.3873
```



Version b
ORCA calculation (ωB97M-V/def2-TZVPD) on C11H23InNO3 as an isolated structure.

Properties
Multiplicity: 1
E_HOMO: -0.349 Ha
Gap between HOMO and LUMO: 2.844 eV
Total charge: +1

Geometry as XYZ:
```
39
C11H23InNO3, DFT ωB97M-V/def2-TZVPD
In -4.5368 2.5731 4.6912
O -3.1453 -1.2325 8.9639
C -3.0783 -2.5900 8.5000
C -4.1819 -3.2218 7.5229
O -4.3686 -2.7670 6.1929
H -2.8952 -3.2493 9.3485
H -2.0910 -2.5188 8.0437
H -5.1762 -3.1463 7.9631
H -4.0085 -4.2714 7.2853
C -1.5520 0.5297 -2.0404
C -0.0757 0.0714 -2.1684
C 0.2392 -0.2532 -3.6614
C 1.7289 -0.3436 -3.9808
C 2.2616 1.0355 -3.6771
C 2.1200 1.4419 -2.1539
N 0.6792 1.2819 -1.7230
O 0.3964 1.7146 -0.4329
C 3.1060 0.6483 -1.2458
C 2.2828 2.9987 -2.1165
C 0.3031 -1.1827 -1.2838
H -1.5842 1.4544 -2.6165
H -1.9781 0.6488 -1.0442
H -2.1315 -0.2538 -2.5287
H -0.1024 -1.2511 -3.9364
H -0.0786 0.5726 -4.2979
H 1.7903 -0.5481 -5.0497
H 2.2442 -1.1098 -3.4016
H 1.7258 1.7914 -4.2513
H 3.3246 1.2197 -3.8327
H 3.0958 -0.4321 -1.3894
H 4.1474 0.9629 -1.3138
H 2.7576 0.8846 -0.2403
H 3.2733 3.2921 -2.4644
H 1.6419 3.6940 -2.6585
H 2.1518 3.4097 -1.1155
H 0.7149 -2.0901 -1.7257
H -0.6161 -1.6032 -0.8759
H 1.0915 -0.8016 -0.6348
H 0.5243 2.6410 -0.6500
```



Energy comparison, zero being the most stable, in hartree: version a 0.0000; version b 0.0966.



Version a
ORCA calculation (ωB97M-V/def2-TZVPD) on one molecule with the formula C10H15O2P.

Properties
Multiplicity: 1
E_HOMO (alpha / beta): -0.279 / -0.289 Ha
Gap between HOMO and LUMO (alpha / beta): 6.607 / 7.336 eV
Total charge: 0

Geometry as XYZ:
```
28
C10H15O2P, DFT ωB97M-V/def2-TZVPD
C -1.9257 -1.4278 2.2276
C -2.8222 -2.4567 2.4457
C -1.3636 -0.8760 1.0440
C -3.6139 -3.3045 1.5450
C 2.4294 2.1438 -0.3429
C 1.1240 2.5873 -1.0902
C 2.8227 0.7621 -0.7991
C 0.0115 1.5532 -1.2895
C 1.6317 -0.2110 -0.5268
C 0.6089 0.1529 -1.6108
O -1.5043 -1.3839 -0.1992
O -4.1400 -3.0756 0.4748
P -0.9361 -1.1447 -1.6843
H -1.6188 -0.9727 3.0848
H -3.1272 -2.7807 3.4108
H -0.7975 -0.0691 1.0708
H -3.7742 -4.2304 2.1117
H 3.2687 2.7382 -0.4630
H 2.1080 2.2172 0.6872
H 0.5221 3.4809 -0.8371
H 1.4085 2.8168 -2.0412
H 2.9751 0.8155 -1.7858
H 3.6480 0.4873 -0.1857
H -0.5532 1.6762 -0.3472
H -0.6560 1.7418 -2.0382
H 2.0841 -1.2733 -0.5935
H 1.3477 -0.0424 0.4214
H 0.8425 0.0755 -2.6896
```



Version b
ORCA calculation (ωB97M-V/def2-TZVPD) on a 2-piece molecular cluster, C10H15O2P overall.

Properties
Multiplicity: 1
E_HOMO: -0.326 Ha
Gap between HOMO and LUMO: 9.595 eV
Total charge: 0
SMILES: C[C@@H](O)Pc1ccccc1.C=CO

Geometry as XYZ:
```
28
C10H15O2P, DFT ωB97M-V/def2-TZVPD
C 2.5420 -0.1879 0.5678
C 1.4259 -0.1059 1.3864
C 2.3559 -0.1153 -0.8071
C 0.1680 -0.0004 0.9083
C 1.1120 0.2398 -1.3582
C 0.0496 0.2340 -0.4569
C 0.5698 -4.5334 1.3069
C -2.6541 3.4152 -1.0531
C 0.5097 -3.2433 1.3897
C -1.3646 2.6150 -0.6966
O 0.9279 -2.5853 2.5093
O -0.9858 2.8449 0.6560
P -1.5883 0.8688 -1.1736
H 3.4122 -0.7317 0.9753
H 1.5564 -0.1454 2.4708
H 3.1478 -0.4710 -1.5630
H -0.6094 0.0978 1.6011
H 0.9317 0.4887 -2.3881
H 0.3356 -4.9381 0.3311
H 0.9623 -5.3559 1.9480
H -2.4042 0.3314 -0.0059
H -3.4202 2.8272 -0.5725
H -2.5793 4.3165 -0.5334
H -2.8698 3.4445 -2.0588
H 0.0590 -2.3916 0.8601
H -0.4896 2.9505 -1.4103
H 1.4011 -3.0751 3.2604
H -0.3441 2.2323 0.8576
```



Energy comparison, zero being the most stable, in hartree: version a 0.0666; version b 0.0000.



Version a
ORCA calculation (ωB97M-V/def2-TZVPD) on C4H5N2S as an isolated structure.

Properties
Multiplicity: 1
E_HOMO (alpha / beta): -0.060 / -0.056 Ha
Gap between HOMO and LUMO (alpha / beta): 5.649 / 5.528 eV
Total charge: -1

Geometry as XYZ:
```
12
C4H5N2S, DFT ωB97M-V/def2-TZVPD
C 0.4407 1.5806 -0.1755
C 0.6340 1.0255 1.1067
C 0.2008 0.6954 -1.2172
C 0.2058 -0.9451 -0.0516
N 0.2382 -0.3038 1.1744
N -0.6953 -2.0191 -0.2757
S -0.0755 0.5957 -2.9168
H 0.4324 2.6079 -0.4191
H 0.6504 1.7284 1.9580
H 0.4400 -0.9251 1.9761
H -0.9139 -2.1292 -1.2457
H -1.5576 -1.9113 0.0864
```



Version b
ORCA calculation (ωB97M-V/def2-TZVPD) on an isolated ion of composition C4H5N2S and charge -1.

Properties
Multiplicity: 1
E_HOMO: -0.058 Ha
Gap between HOMO and LUMO: 5.609 eV
Total charge: -1
SMILES: Nc1[nH]ccc1[S-]

Geometry as XYZ:
```
12
C4H5N2S, DFT ωB97M-V/def2-TZVPD
C 0.8699 1.6553 0.0803
C -0.5175 1.5067 0.0113
C 1.4759 0.4154 0.0612
C 0.3187 -0.5466 0.1079
N -0.9068 0.1314 -0.0023
N 0.4968 -1.9233 0.0060
S 3.0319 -0.1630 0.1500
H 1.2284 2.6554 0.0709
H -1.2523 2.2862 -0.1041
H -1.8120 -0.2116 -0.2121
H 0.1923 -2.5869 0.8002
H 1.5452 -1.8782 -0.1595
```



Energy comparison, zero being the most stable, in hartree: version a 0.0979; version b 0.0000.